Entry 1:
2 unconnected molecules or ions with the total composition C28H37ClF3N2O4S2, computed with ωB97M-V/def2-TZVPD.

Values from the calculation:
calculated total energy: -3055.5088 a.u.

Geometry as ORCA input:
```
! wB97M-V def2-TZVPD RIJCOSX def2/J DEFGRID3
* xyz 1 1
Cl -6.07 -2.38 2.73
S 2.55 -0.76 -1.38
S -0.31 -0.27 -1.93
F 3.00 -3.54 4.00
F 1.93 -4.42 5.67
F 1.21 -4.71 3.61
O 1.42 -1.81 5.66
O -3.77 -2.37 1.52
O 1.79 -4.05 -5.23
O -4.26 0.03 0.20
N 1.43 -1.58 -3.65
N -2.14 0.74 2.04
C -2.39 -0.34 2.81
C -3.74 1.34 0.18
C -0.87 1.03 1.63
C 1.28 -0.95 -2.43
C -3.80 -0.72 3.26
C 0.77 -3.95 -4.27
C -1.39 -1.19 3.20
C 2.73 -2.22 -3.82
C 0.54 1.92 -0.33
C 5.03 4.22 0.06
C 1.11 -1.80 3.21
C 2.71 -2.95 -5.18
C -5.53 -0.11 -0.44
C 5.62 5.45 -0.21
C 0.91 -2.55 4.56
C -4.40 -1.84 2.38
C 3.98 3.77 -0.72
C 4.10 5.76 -2.05
C -3.21 1.67 1.61
C 1.77 -3.85 4.49
C 0.16 0.21 2.04
C -5.47 -1.23 -1.51
C -0.06 1.52 -1.71
C -0.50 2.23 0.76
C 5.15 6.22 -1.27
C 0.31 -2.50 -3.98
C 3.51 4.53 -1.78
C -0.07 -0.92 2.83
H -6.48 -1.28 -1.96
H 6.44 5.81 0.39
H -0.12 -2.87 4.76
H 5.60 7.18 -1.48
H -4.47 0.13 3.41
H -1.05 2.00 -1.80
H 1.10 2.85 -0.50
H 2.48 -2.28 -6.03
H 1.97 -1.12 3.35
H 1.19 0.41 1.75
H 5.40 3.62 0.88
H -1.35 2.74 0.29
H -6.24 -0.47 0.32
H 1.06 -4.40 -3.29
H -0.14 -2.13 -4.92
H 2.69 4.17 -2.39
H -2.86 1.33 -0.50
H 1.36 -2.54 2.44
H -5.89 0.79 -0.95
H -0.46 -2.57 -3.20
H -4.47 2.12 -0.06
H 2.38 -1.91 5.69
H 1.29 1.16 -0.07
H -4.08 1.64 2.27
H 0.63 1.87 -2.49
H 3.74 6.36 -2.88
H -0.12 -4.50 -4.59
H 3.72 -3.38 -5.31
H 3.52 2.81 -0.50
H -3.67 -1.18 4.26
H 3.55 -1.50 -3.89
H -4.80 -0.94 -2.32
H -2.87 2.71 1.62
H -5.27 -2.21 -1.08
H -1.65 -2.06 3.79
H 2.95 -2.99 -3.05
H -0.05 2.97 1.44
*
```

=====

Entry 2:
12 unconnected molecules or ions with the total composition H24O12, computed with ωB97M-V/def2-TZVPD.

Values from the calculation:
calculated total energy: -917.2001 a.u.

Geometry as ORCA input:
```
! wB97M-V def2-TZVPD RIJCOSX def2/J DEFGRID3
* xyz 0 1
O -0.72 0.12 -2.03
O -2.86 -1.55 -1.45
O -0.92 0.94 0.11
O 1.60 0.83 -3.22
O -1.30 -2.19 3.32
O 1.84 -0.81 -1.12
O 1.61 1.96 2.81
O 2.45 3.31 -0.16
O 2.12 -3.65 0.45
O -2.99 2.33 1.71
O -1.49 3.51 -0.06
O 0.02 -4.50 -1.22
H 2.21 3.27 0.84
H -0.81 -2.84 3.83
H 2.11 0.17 -2.76
H 2.20 -4.39 -0.19
H -1.76 2.65 0.24
H -1.40 0.12 0.32
H 0.92 -4.62 -1.51
H -2.74 -1.81 -2.39
H 2.15 -1.67 -0.77
H 0.86 1.46 2.46
H 3.26 3.83 -0.31
H -0.26 0.79 -1.48
H -0.63 3.38 -0.50
H -0.47 -3.73 -1.53
H 1.48 1.51 3.66
H -0.02 0.26 -2.73
H 1.14 -3.57 0.35
H 1.85 1.68 -2.86
H -2.88 -0.60 -1.33
H 0.91 -1.01 -1.27
H -0.11 0.83 0.64
H -1.34 -1.38 3.82
H -3.65 2.32 2.43
H -2.37 3.03 1.93
*
```

=====

Entry 3:
C2H4P2S in the gas phase, computed with ωB97M-V/def2-TZVPD.

Values from the calculation:
calculated total energy: -1159.4325 a.u.

Geometry as ORCA input:
```
! wB97M-V def2-TZVPD RIJCOSX def2/J DEFGRID3
* xyz 0 1
S -4.07 0.63 -0.38
P -2.84 -0.42 0.78
P -1.43 -1.10 -0.71
C -0.33 0.41 -0.34
C 0.16 -0.94 0.24
H 0.76 -1.63 -0.29
H 0.41 0.69 -1.06
H 0.43 -1.03 1.22
H -0.62 1.04 0.46
*
```

=====

Entry 4:
A molecular structure, C25H27I2N4SW, computed with ωB97M-V/def2-TZVPD.

Values from the calculation:
calculated total energy: -2247.6203 a.u.

Geometry as ORCA input:
```
! wB97M-V def2-TZVPD RIJCOSX def2/J DEFGRID3
* xyz 3 1
W -1.46 0.77 -0.85
I -2.20 3.59 -0.83
I -4.25 1.06 -1.69
S -2.10 1.14 1.49
N -1.51 -1.17 2.68
N -0.47 0.68 3.56
N -1.42 -1.29 -1.51
N 0.36 -0.05 0.01
C -1.07 -2.12 3.72
C 2.47 0.07 1.12
C -1.05 -3.92 -2.37
C 2.04 -3.33 -0.38
C -0.31 -2.00 -1.15
C -2.16 -3.20 -2.75
C -0.09 -3.32 -1.55
C 2.76 -1.23 0.78
C -1.25 0.13 2.67
C 1.85 2.35 -2.63
C -0.26 2.13 3.78
C -2.31 -1.89 -2.31
C 2.34 3.11 -4.85
C -4.13 3.15 -1.56
C 1.25 0.63 0.72
C 0.33 -2.64 3.48
C 1.12 -3.98 -1.12
C -0.36 1.44 -2.16
C 0.55 2.01 -3.06
C 2.74 2.89 -3.53
C 1.83 -1.97 0.03
C 0.16 2.23 -4.40
C 0.91 2.34 4.72
C 0.65 -1.33 -0.34
C 1.06 2.79 -5.28
H -4.25 3.57 -2.55
H 0.99 1.65 0.98
H -1.17 -1.62 4.69
H 2.95 -3.83 -0.08
H 0.60 -3.33 4.28
H -0.92 -4.94 -2.71
H -0.84 1.97 -4.71
H 3.05 3.54 -5.55
H -1.17 2.56 4.18
H -0.09 0.08 4.28
H 3.74 3.15 -3.22
H 0.73 1.89 5.69
H -4.88 3.50 -0.86
H 0.78 2.97 -6.31
H 2.14 2.18 -1.60
H 1.06 3.41 4.88
H 0.39 -3.18 2.53
H -1.80 -2.92 3.72
H 1.84 1.93 4.30
H 1.28 -5.00 -1.43
H -3.16 -1.31 -2.62
H 1.07 -1.84 3.47
H 3.70 -1.68 1.07
H -2.21 -1.47 2.02
H -2.92 -3.62 -3.40
H 3.16 0.68 1.68
H -0.08 2.59 2.80
*
```

=====

Entry 5:
C7H9NO2 in the gas phase, computed with ωB97M-V/def2-TZVPD.

Values from the calculation:
calculated total energy: -477.2092 a.u.

Geometry as ORCA input:
```
! wB97M-V def2-TZVPD RIJCOSX def2/J DEFGRID3
* xyz 0 1
O -0.97 0.43 -1.40
O -2.69 0.75 -2.80
N -3.02 1.16 -0.60
C 2.04 -0.62 -1.49
C -2.63 1.43 1.87
C 1.66 -0.93 -0.02
C -2.26 0.75 -1.71
C -2.44 1.14 0.61
C 0.53 -0.09 0.46
C -0.50 0.34 -0.18
H 1.25 -1.91 0.19
H 0.61 0.29 1.47
H -1.79 1.14 2.57
H -3.89 1.65 -0.92
H 2.77 -1.29 -1.93
H 2.52 -0.85 0.68
H 2.74 0.37 -1.63
H 1.20 -0.59 -2.15
H -3.68 1.40 2.32
*
```

=====

Entry 6:
C3H9NO2S in the gas phase, computed with ωB97M-V/def2-TZVPD.

Values from the calculation:
calculated total energy: -723.0693 a.u.

Geometry as ORCA input:
```
! wB97M-V def2-TZVPD RIJCOSX def2/J DEFGRID3
* xyz 0 1
S 0.95 -1.48 -0.51
O 2.11 -1.33 0.36
O 0.18 -2.48 0.22
N 0.02 -0.05 -0.13
C 0.76 1.12 -0.57
C -1.28 -0.07 -0.82
C -0.16 0.07 1.34
H 0.84 1.10 -1.67
H -0.57 -0.86 1.79
H 0.21 2.00 -0.25
H -1.76 -1.04 -0.60
H -1.20 0.01 -1.92
H -1.93 0.73 -0.44
H 0.82 0.24 1.82
H 1.80 1.14 -0.21
H -0.79 0.92 1.59
*
```

=====

Entry 7:
10 unconnected molecules or ions with the total composition C48H123N7O17, computed with ωB97M-V/def2-TZVPD.

Values from the calculation:
calculated total energy: -3564.5861 a.u.

Geometry as ORCA input:
```
! wB97M-V def2-TZVPD RIJCOSX def2/J DEFGRID3
* xyz 0 1
O -6.48 1.17 -1.80
O -3.26 2.55 6.75
O 7.45 -0.71 0.59
O 2.42 -1.48 2.09
O -2.67 3.42 -1.98
O -5.39 2.82 2.43
O 1.32 0.47 -4.30
O 0.35 -4.33 0.70
O -2.06 -3.01 4.28
O -2.24 -1.13 0.23
O -0.63 3.32 -7.64
O 2.69 1.23 5.52
O 3.96 -3.67 -2.80
O 13.62 -0.69 3.12
O 1.53 4.16 3.95
O -0.06 -5.59 -4.83
O -9.82 3.51 -2.37
N -3.68 0.88 4.12
N 1.56 -2.21 4.93
N 0.87 -3.54 -2.03
N -9.19 0.78 -2.02
N 10.76 -2.09 1.30
N 0.44 0.01 0.35
N -0.93 2.35 -4.98
C 3.08 -2.58 -2.90
C -2.38 4.12 -0.79
C 11.73 -1.96 2.36
C -0.40 -4.85 1.78
C -1.43 -5.91 -4.65
C 2.67 -0.31 1.36
C -1.24 1.59 -6.18
C -0.08 3.61 2.20
C 2.23 1.23 -3.49
C -4.07 2.86 5.65
C -2.15 -4.61 -4.30
C -2.15 -2.36 -0.45
C -4.55 1.78 1.92
C -6.62 2.87 1.78
C 9.72 -1.09 1.29
C 12.75 -0.88 2.03
C -10.06 4.90 -2.37
C 6.39 -0.99 -0.30
C -2.54 3.71 7.19
C 0.92 3.08 3.23
C -10.54 1.30 -2.02
C -1.98 2.33 -3.97
C -5.12 0.83 -1.98
C -3.37 1.54 2.83
C -0.89 -2.25 4.25
C -0.34 -0.03 -0.89
C -1.58 3.27 -2.85
C 1.83 -0.27 0.08
C 14.53 0.34 2.85
C 0.52 -5.32 -0.31
C 3.78 2.09 5.49
C 1.62 -2.98 -3.14
C 4.26 -4.31 -4.03
C 2.94 -2.67 1.55
C -4.61 1.61 4.96
C -0.35 1.99 -7.34
C -10.67 2.74 -1.52
C 8.63 -1.39 0.25
C 1.59 -0.84 5.44
C -8.56 0.75 -0.71
C 0.25 -2.86 5.06
C 2.85 -0.13 5.09
C -7.07 0.44 -0.76
C 2.47 2.60 -4.12
C 0.02 3.83 -8.79
C -2.99 -2.56 3.29
C 1.36 -4.80 -1.48
C -1.83 -0.06 -0.59
H 10.10 -0.09 1.12
H 3.26 -1.84 -3.69
H -2.67 -2.78 2.27
H -1.29 4.24 -3.28
H -1.81 3.42 7.94
H -9.98 5.33 -1.36
H -2.08 1.34 -3.51
H -2.65 -3.19 0.07
H -3.20 -4.66 -4.58
H -0.44 1.30 -8.19
H -0.17 4.90 -8.84
H 9.18 -1.09 2.25
H 0.52 0.97 -4.55
H 12.23 0.05 1.77
H 6.62 -0.66 -1.32
H -3.21 4.03 -0.09
H 2.00 -1.20 -0.47
H -1.46 3.80 -0.30
H -2.91 2.52 3.01
H 2.28 4.45 3.43
H -0.71 3.30 -5.25
H -0.01 -5.81 2.14
H -2.08 -4.38 -3.24
H 1.30 -5.48 -2.34
H -1.44 -4.95 1.45
H -1.92 4.03 6.34
H 0.70 1.85 -7.03
H 0.78 -0.26 4.95
H -2.79 0.82 4.61
H 15.34 0.03 2.18
H -11.20 0.73 -1.35
H -2.93 2.65 -4.41
H 0.09 -0.61 1.07
H 0.38 -3.92 4.82
H -0.08 -0.92 -1.47
H 2.67 2.50 -5.19
H -8.63 1.71 -0.17
H -10.28 2.86 -0.50
H -6.61 0.62 0.22
H 0.01 -2.84 6.13
H -1.17 0.51 -5.99
H 13.23 -1.16 1.08
H -3.26 4.47 7.49
H 0.43 -2.97 -1.34
H 10.38 -3.03 1.27
H 1.01 -2.13 -3.45
H -2.63 -2.24 -1.42
H -5.13 0.85 1.86
H -11.04 5.10 -2.80
H 3.61 -5.15 -4.28
H 3.39 2.98 -3.66
H 3.13 0.62 -3.57
H 2.43 -4.78 -1.23
H 2.89 -3.45 2.31
H -4.25 2.11 0.92
H -7.13 3.83 1.92
H -4.90 3.56 5.86
H -9.06 0.06 -0.03
H -11.05 1.20 -2.98
H 1.10 3.77 -8.57
H 12.27 -2.89 2.55
H 14.07 1.26 2.48
H -4.90 0.95 5.79
H -2.25 0.89 -0.25
H -0.73 2.82 -2.33
H -7.35 2.11 2.09
H -6.97 -0.65 -0.87
H -0.04 0.81 -1.53
H -6.60 2.81 0.68
H -11.70 3.13 -1.56
H -0.52 -2.04 3.23
H -1.87 -6.34 -5.56
H -4.60 1.68 -2.42
H 3.08 -0.06 4.03
H -2.26 1.82 -6.54
H -1.59 -6.65 -3.86
H -1.10 3.82 2.54
H -5.59 1.85 4.55
H 0.24 4.60 1.84
H 11.32 -1.70 3.35
H 4.31 -3.58 -4.84
H -3.29 -1.52 3.42
H 6.13 -2.05 -0.20
H 0.36 2.45 3.92
H 1.70 2.55 2.69
H 2.47 -2.98 0.62
H 8.46 -2.47 0.24
H -2.25 5.18 -1.03
H 3.13 -2.05 -1.95
H 1.63 -3.68 -3.99
H 3.69 -0.38 0.94
H -0.08 3.00 1.30
H -1.67 -3.75 -4.79
H 5.24 -4.76 -3.87
H 2.65 0.62 1.93
H 1.68 -2.15 3.91
H 4.24 2.18 4.49
H -0.26 3.29 -9.70
H -4.60 0.62 -1.04
H -1.07 -1.23 4.62
H -5.06 -0.04 -2.64
H -8.62 1.42 -2.56
H 15.07 0.56 3.77
H 1.95 1.34 -2.43
H 4.00 -2.59 1.26
H 0.46 -6.37 -4.64
H 1.12 -6.14 0.11
H -1.13 -2.71 -0.60
H -3.90 -3.03 3.65
H 3.40 3.06 5.82
H 4.62 1.81 6.14
H -0.48 -5.67 -0.59
H -3.50 3.38 4.86
H 5.54 -0.37 -0.02
H -0.44 -4.17 2.64
H 3.69 -0.55 5.67
H 1.64 3.28 -3.98
H -2.35 -0.13 -1.56
H -9.27 5.35 -2.97
H -2.61 0.92 2.36
H 2.28 0.52 -0.54
H 8.96 -1.15 -0.77
H 1.30 -0.77 6.49
*
```

=====

Entry 8:
2 unconnected molecules or ions with the total composition C3H3O2S, computed with ωB97M-V/def2-TZVPD.

Values from the calculation:
calculated total energy: -664.7442 a.u.

Geometry as ORCA input:
```
! wB97M-V def2-TZVPD RIJCOSX def2/J DEFGRID3
* xyz -1 1
S -2.40 3.47 -1.43
O -1.42 1.95 0.66
O 0.27 2.45 -0.70
C -0.94 3.90 -1.50
C -0.08 0.18 -0.09
C -0.42 1.66 0.02
H -0.14 -0.02 -1.16
H 0.91 0.05 0.29
H -0.94 -0.49 0.34
*
```

=====

no.,HOMO-LUMO gap (eV)
1,7.10
2,10.45
3,6.91
4,6.19
5,9.48
6,9.55
7,8.57
8,7.34